Computed, not measured: C21H31CrN3OS as an isolated structure, with wB97M-V/def2-TZVPD.

Computed properties:
Highest occupied orbital energy (alpha / beta), eV: -10.9 / -10.9
Max |F|, eV/A: 3.036
Energy relative to the best compared isomer or geometry (same formula, charge and spin), eV: 0.288
Total charge: +1
Spin multiplicity: 2
Gap between HOMO and LUMO (alpha / beta), eV: 7.204 / 7.455
E_tot, eV: -68049.1008

Geometry (Å):
C: 2.65714 0.70601 -2.00308
H: 2.33359 -0.33376 -2.08132
H: 1.66527 4.59000 -0.36756
H: -0.38383 -3.33880 0.92367
H: 2.83660 3.34104 1.50648
C: -3.81126 -1.54783 -0.64019
C: 2.92318 3.02272 0.46713
H: -0.26616 -2.04391 -4.75915
C: -0.70599 -1.50773 -2.74732
H: 3.81543 3.49875 0.04832
H: -2.97426 -0.08055 5.98749
H: -3.62620 0.29063 -2.89353
C: 3.10591 1.49456 0.44974
C: 0.23518 2.04334 3.84420
C: -1.38572 -3.23379 0.51241
H: 1.61268 -3.00394 -2.39409
H: -1.65804 -1.23443 6.00396
C: -1.36547 -2.37192 -0.70578
H: 2.15821 1.00511 0.70256
N: -1.62801 0.11698 3.66012
H: -3.48773 -1.04655 -4.03022
Cr: -0.71784 -0.28569 -0.83356
C: -2.45104 -1.63809 -1.23347
H: -0.07596 1.94985 5.97239
H: 3.09211 1.01509 -2.95375
C: -2.04083 -1.09092 -2.48904
C: 0.02580 -1.28580 -4.03093
C: 1.67743 3.50406 -0.28864
H: -4.34379 -0.68216 -1.02652
H: 0.76325 -4.13293 -1.33956
C: 1.48509 1.57471 -1.64804
C: -0.33926 1.55527 5.00612
C: 3.68361 0.89023 -0.84766
C: -1.26688 0.51726 4.87150
C: -0.27668 -2.29317 -1.64257
H: 0.98793 2.82013 3.86605
H: 4.08287 -0.09531 -0.60383
S: -1.78965 0.25330 1.09495
C: -1.89092 -0.17153 6.03468
H: -2.02796 -2.80710 1.27998
N: 1.70593 2.92094 -1.62746
H: 4.52479 1.50395 -1.17935
H: -4.38963 -2.44384 -0.86638
H: -1.53579 0.24682 6.97033
H: 2.53211 3.20069 -2.14467
C: -2.91582 -0.33926 -3.42631
H: -1.76535 -4.22650 0.26291
H: 3.81476 1.25638 1.24371
H: 0.76854 3.16629 0.21539
H: 1.57193 -2.73357 -0.64387
H: -0.21258 -0.31064 -4.45329
H: -3.74141 -1.45803 0.44213
C: 0.99151 -3.07784 -1.50515
C: -1.06784 0.69725 2.61500
N: -0.10588 1.61015 2.63625
H: -2.33489 0.28040 -4.10501
O: 0.42763 1.08845 -1.19989
H: 1.10418 -1.34476 -3.90629

Force components x, y, z for each atom (eV/Å):
C -0.213 -0.002 -0.231
H -0.020 0.114 -0.050
H -0.133 -0.045 -0.023
H 0.005 -0.084 0.086
H 0.021 0.123 -0.007
C 0.008 0.073 0.133
C -0.321 -0.103 -0.024
H -0.018 -0.008 -0.015
C 0.038 -0.359 0.231
H 0.014 0.022 0.048
H -0.053 0.026 -0.022
H 0.000 0.037 -0.054
C 0.222 0.055 0.009
C -0.092 -0.032 0.308
C 0.017 0.211 0.066
H 0.048 0.027 -0.033
H 0.036 -0.049 -0.007
C 0.626 -0.093 -0.170
H 0.107 0.039 0.196
N -0.319 -0.387 0.050
H -0.029 0.011 -0.023
Cr -1.822 -2.196 1.036
C 0.052 0.360 -0.424
H 0.098 0.023 0.126
H -0.025 -0.050 -0.060
C 0.169 -0.009 0.496
C 0.065 0.224 0.129
C -0.044 0.322 0.765
H -0.113 -0.001 0.059
H 0.007 0.059 -0.021
C 0.726 0.428 -0.420
C -0.075 -0.172 -0.154
C -0.083 0.026 0.199
C 0.385 0.545 0.027
C -0.339 -0.041 -0.140
H 0.090 0.049 0.132
H 0.043 0.052 -0.106
S -0.670 -0.106 -1.285
C -0.026 0.020 0.095
H 0.006 0.015 0.050
N -0.247 -1.159 -0.377
H -0.072 -0.049 -0.040
H -0.005 -0.036 -0.098
H 0.004 -0.006 0.132
H 0.040 -0.222 0.082
C -0.050 0.166 -0.031
H 0.039 -0.027 -0.029
H -0.096 -0.092 0.035
H 0.068 0.096 -0.045
H 0.072 -0.115 -0.045
H 0.027 0.006 -0.071
H -0.105 0.033 0.016
C 0.073 0.254 0.169
C 0.572 -0.075 0.049
N 0.193 0.208 -0.229
H -0.036 0.080 -0.035
O 1.067 1.845 -0.458
H 0.069 -0.031 0.001

Atom charges from the natural (NBO) analysis, given in e for atoms 1 to 6: C -0.52; H 0.23; H 0.22; H 0.22; H 0.23; C -0.65